DFT (wB97M-V/def2-TZVPD) results for a molecular structure, C17H30BrN3Pd.

Each line ends with the Mulliken charge.
Cartesian coordinates (Å):
Pd 0.3173 0.8772 -0.2837  -0.3426
N -0.5049 -2.1238 1.2337  -0.3395
C -1.2749 -1.5685 2.3276  0.4253
C -2.7536 -2.0096 2.2496  -1.3914
C -3.4202 -1.5811 0.9008  -0.3085
N -3.1092 -2.6898 -0.1643  -0.2613
C -2.8699 -0.2624 0.3206  -0.7513
C -2.1661 0.6903 1.2895  0.1858
N -1.4403 1.7639 0.4486  -0.6940
C -1.2094 0.0216 2.2718  -1.1615
H 0.0513 -2.9051 1.4642  0.2891
H 0.0924 -1.4298 0.7480  -0.0970
H -2.0905 -2.8003 -0.1388  0.2986
H -0.8203 -1.9412 3.2966  0.5380
H -3.3769 -1.4752 2.9694  0.4350
H -2.8062 -3.0801 2.4012  0.5255
H -4.4602 -1.4194 1.0385  0.5279
H -3.3681 -2.3818 -1.1180  0.3760
H -3.4897 -3.6161 0.1298  0.3893
H -3.6650 0.2911 -0.2586  0.4552
H -2.1234 -0.5084 -0.4755  0.1804
H -2.8641 1.2634 1.8670  0.4524
H -1.2172 2.5552 1.0402  0.2817
H -2.1080 2.1001 -0.2655  0.3083
H -1.4954 0.4297 3.2467  0.4301
H -0.1866 0.3248 2.0893  0.1931
C 2.9358 -1.0016 1.8668  -1.3817
C 3.2133 0.1104 0.7610  2.4743
C 3.2366 1.5446 1.4154  -1.3805
C 4.5538 -0.1521 0.0102  -1.7115
C 2.1335 0.0279 -0.2489  -1.4500
H 3.7900 -1.0303 2.5789  0.4798
H 2.7917 -2.0035 1.4554  0.3128
H 2.0833 -0.6842 2.4770  0.2452
H 3.8534 1.4740 2.3517  0.3766
H 2.2657 1.9413 1.7281  0.3020
H 3.8165 2.2289 0.7388  0.3528
H 5.2795 -0.2613 0.8191  0.4493
H 4.8306 0.6375 -0.7058  0.4205
H 4.5647 -1.1339 -0.5480  0.3825
H 2.3090 -0.4697 -1.2339  0.3734
Br -0.1197 2.5752 -6.7079  0.0456
C 0.1511 2.2037 -4.8780  0.1478
C -0.5211 2.9705 -3.8795  -0.4664
C -0.4113 2.6194 -2.5693  -0.3139
C 0.1051 1.3312 -2.2395  0.2462
C 0.5124 0.5124 -3.2362  -0.1772
C 0.6919 0.9826 -4.5569  -0.4728
H -1.1115 3.8580 -4.0133  0.4186
H -0.7360 3.2715 -1.7691  0.5008
H 0.7805 -0.5278 -3.0227  0.4302
H 1.3600 0.4510 -5.2220  0.4508

Summary:
Gap between HOMO and LUMO (spin up / spin down) ... 7.1 / 5.9 eV
LUMO (spin up / spin down) ... -0.197 / -0.345 Ha
2S+1 ... 5
<S²> ... 6.0266
Net charge ... +2
Energy above the lowest of the compared OMol25 structures with the same formula, charge and spin ... 0.0 kcal per mole



DFT (wB97M-V/def2-TZVPD) results for a single C2H6O3S2 molecule.

Each line ends with the Mulliken charge.
Cartesian coordinates (Å):
O 0.2582 -1.3189 1.9044  -0.5746
S 0.9025 -0.1932 1.2601  1.1597
O 1.6462 0.7764 2.0479  -0.6142
O 2.0651 -0.7787 0.2005  -0.5152
C -0.2077 0.5504 0.1194  -0.4344
C -0.8737 -0.4009 -0.9001  -0.7357
S -1.9706 0.4190 -2.1367  -0.1797
H 2.9082 -0.3546 0.4642  0.3535
H 0.4374 1.1944 -0.5074  0.2862
H -0.9215 1.2238 0.6754  0.4352
H -0.0308 -0.8892 -1.4765  0.3165
H -1.4518 -1.2302 -0.4335  0.3839
H -2.7616 1.0016 -1.2177  0.1189

Summary:
SMILES string ... O=S(=O)(O)CCS
Gap between HOMO and LUMO ... 10.3 eV
LUMO ... 0.019 Ha
2S+1 ... 1
Net charge ... 0
Energy above the lowest of the compared OMol25 structures with the same formula, charge and spin ... 0.0 kcal per mole



DFT (wB97M-V/def2-TZVPD) results for a gas-phase ion, C5H11N2O (charge +1).

Each line ends with the Mulliken charge.
Cartesian coordinates (Å):
C -1.5010 -1.9190 0.0858  -0.8698
N -0.2485 -1.2036 -0.1434  -0.2135
C 0.2229 0.0170 -0.0366  0.5648
N -0.4782 1.0816 0.0462  -0.1499
C -1.9546 0.9459 -0.1404  -1.0437
C 1.9554 -0.0143 0.0323  0.7972
C 2.7470 1.2185 0.1842  -1.2564
O 2.2981 -1.1223 -0.2813  -0.5227
H -2.1860 -1.2493 0.6090  0.3058
H -1.9389 -2.2160 -0.8504  0.3478
H -1.2918 -2.8177 0.7422  0.3279
H 0.5199 -1.8616 -0.2466  0.2971
H -0.1864 2.0103 0.2672  0.2507
H -2.4409 1.8912 -0.5449  0.3217
H -2.4284 0.6412 0.7587  0.3050
H -1.9321 0.2745 -1.0309  0.4324
H 2.6898 1.8394 -0.6836  0.3589
H 3.7065 0.8113 0.0665  0.3828
H 2.4472 1.6729 1.1659  0.3641

Summary:
SMILES string ... CN/C(=[NH+]\C)C(C)=O
Gap between HOMO and LUMO ... 10.5 eV
LUMO ... -0.147 Ha
2S+1 ... 1
Net charge ... +1
Energy above the lowest of the compared OMol25 structures with the same formula, charge and spin ... 50.5 kcal per mole



DFT (wB97M-V/def2-TZVPD) results for a molecular structure, C27H22F3N8OTa.

Each line ends with the Mulliken charge.
Cartesian coordinates (Å):
Ta -1.1129 -0.2534 0.0965  1.6221
C -0.9476 -4.4067 -1.6195  -0.6108
C -1.3888 -3.1204 -1.3609  -0.1747
N -0.5601 -2.1813 -0.8531  -0.0501
C 0.7451 -2.5442 -0.6844  0.1413
C 1.1228 -3.8717 -0.8543  -0.2983
N 0.2862 -4.7937 -1.3072  -0.3940
C 1.6613 -1.4427 -0.3740  0.3513
C 3.0139 -1.5290 -0.4923  -0.6529
C 3.8370 -0.3830 -0.3096  0.8056
C 3.1395 0.8191 -0.0340  -0.6162
C 1.7781 0.8546 0.0327  0.5012
N 1.0025 -0.2711 -0.1013  0.0262
C 1.0022 2.0722 0.2934  0.2280
C 1.5571 3.3454 0.2760  -0.5557
N 0.8581 4.4305 0.5766  -0.4109
C -0.4152 4.2545 0.8904  -0.5371
C -1.0141 3.0012 0.8433  -0.2348
N -0.3235 1.8906 0.5437  0.0695
C 5.2713 -0.4402 -0.4216  1.3143
C 5.9508 -1.6723 -0.4510  -0.6211
C 7.3323 -1.6721 -0.5478  -0.4672
N 8.0445 -0.5508 -0.6233  -0.4314
C 7.4192 0.6237 -0.6078  -0.4739
C 6.0428 0.7339 -0.5034  -0.5973
H -1.6142 -5.1380 -2.0624  0.4316
H -2.4076 -2.8421 -1.5982  0.6266
H 2.1295 -4.1928 -0.6152  0.5147
H 3.4567 -2.4704 -0.7793  0.4918
H 3.6925 1.7265 0.1509  0.4864
H 2.5919 3.4965 -0.0033  0.5280
H -0.9936 5.1272 1.1716  0.4327
H -2.0637 2.9232 1.0683  0.5269
H 5.4431 -2.6237 -0.3695  0.3608
H 7.8877 -2.6016 -0.5629  0.4059
H 8.0422 1.5062 -0.6822  0.4070
H 5.6041 1.7220 -0.5246  0.3982
N -0.9174 -1.0910 4.1350  -0.2345
C -1.2233 -1.1991 2.8887  0.5066
O -0.7191 -0.3314 2.0356  -0.8763
C -2.0999 -2.2274 2.2820  -0.6517
C -2.6145 -1.6230 0.9780  -1.2646
H -0.2855 -0.3705 4.4732  0.2794
H -1.2955 -1.7375 4.8228  0.2995
H -2.8925 -2.5236 2.9725  0.5496
H -1.4837 -3.1199 2.1178  0.3256
H -3.5152 -1.0395 1.1878  0.3792
H -2.9362 -2.4072 0.2946  0.5406
F -5.9328 4.2361 -2.0634  -0.1991
C -6.3288 2.9969 -1.7917  0.7584
F -6.7879 2.4231 -2.8914  -0.2121
F -7.2703 3.0211 -0.8634  -0.2238
C -5.1077 2.2229 -1.2816  0.1876
C -4.1781 1.7244 -2.1880  -0.9155
C -3.0743 1.0715 -1.6902  -0.0876
N -2.8589 0.8990 -0.3598  0.0530
C -3.7800 1.3801 0.5141  -0.1956
C -4.9040 2.0421 0.0873  -0.8294
H -4.3129 1.8362 -3.2569  0.5456
H -2.3269 0.6725 -2.3793  0.5261
H -3.5990 1.2113 1.5691  0.6372
H -5.6267 2.4071 0.8071  0.5584

Summary:
Gap between HOMO and LUMO ... 4.3 eV
LUMO ... -0.532 Ha
2S+1 ... 1
Net charge ... +4
Energy above the lowest of the compared OMol25 structures with the same formula, charge and spin ... 0.0 kcal per mole



DFT (wB97M-V/def2-TZVPD) results for a molecular structure, C20H38F4GeN3O6P2Tl.

Each line ends with the Mulliken charge.
Cartesian coordinates (Å):
Tl -1.1371 -0.9048 0.6212  0.8583
C -7.0554 4.5007 -1.5583  -0.8296
N -6.4144 3.3013 -2.1114  0.1480
C -5.1107 2.8993 -1.5589  -1.0049
C -7.0664 2.5228 -2.9046  -0.1198
C -5.3744 -4.8797 1.0391  -0.3135
N -5.0285 -4.3613 -0.1013  -0.4756
C -4.1180 -5.1169 -0.9100  -0.3219
C -3.1879 -4.5497 -1.8082  0.3865
F -2.8506 -3.1973 -1.6284  -0.2393
C -2.4227 -5.3427 -2.6420  -0.0207
F -1.2600 -4.9537 -3.1272  -0.2526
C -2.7080 -6.7049 -2.7276  -0.3438
C -3.7108 -7.2337 -1.9806  -0.0337
F -4.0601 -8.5289 -2.0126  -0.2671
C -4.3091 -6.4561 -0.9945  1.1463
F -5.0643 -7.1664 -0.1098  -0.2692
H -6.3962 5.0610 -0.9456  0.3125
H -7.8866 4.2226 -0.9637  0.3738
H -7.4152 5.0808 -2.4320  0.3590
H -4.6317 3.8098 -1.2493  0.3225
H -4.4468 2.4746 -2.3009  0.4146
H -5.2471 2.2946 -0.6843  0.3925
H -6.6626 1.5436 -3.0986  0.3053
H -8.0775 2.7326 -3.2407  0.3240
H -4.9225 -5.8116 1.4409  0.2483
H -6.0694 -4.2713 1.6115  0.2959
H -2.0646 -7.3751 -3.2500  0.4756
N 1.8981 1.9336 3.9315  -0.3350
C 0.5686 2.0510 3.1128  0.9950
C -0.1535 3.2389 3.6078  -1.9309
P -0.2211 0.4655 3.4942  0.5329
O -1.7396 0.9138 3.1568  -0.5206
O -0.0254 0.2562 4.9429  -0.8189
O 0.2647 -0.4477 2.4000  -0.5015
P 1.0786 2.2469 1.2815  1.0436
O 1.4008 3.7930 1.0977  -0.5252
O 0.0734 1.6971 0.3208  -0.7565
O 2.4860 1.6227 1.3354  -0.3991
H 1.6879 1.2635 4.7182  0.3987
H 2.2521 2.8070 4.3037  0.3726
H 2.6373 1.5455 3.3049  0.2246
H -0.5282 2.9922 4.6168  0.4879
H -1.0022 3.5177 2.9950  0.3170
H 0.4896 4.0721 3.6549  0.5850
H -2.2946 0.9031 3.9216  0.3249
H 0.7402 4.4159 0.7645  0.3604
C 7.1554 3.6875 -0.6915  -1.4055
C 5.7563 3.1643 -0.5489  -0.0097
C 5.3515 2.2418 -1.7014  -0.7576
C 3.9639 1.6302 -1.5521  -0.9068
Ge 3.4835 0.6263 0.0192  -0.0700
C 2.2824 -0.8542 -0.3914  -0.2257
C 3.0431 -1.9103 -1.2273  -0.9100
C 3.4919 -3.1123 -0.4458  -0.5659
C 4.2938 -2.8174 0.8428  -0.9679
H 7.4696 4.1581 0.2440  0.3677
H 7.2273 4.3469 -1.5376  0.3567
H 7.8403 2.8566 -0.8705  0.3437
H 5.0362 4.0148 -0.4734  0.2269
H 5.6910 2.6185 0.4155  0.2153
H 6.0743 1.3896 -1.7841  0.2620
H 5.4251 2.7686 -2.6120  0.4864
H 3.7871 0.9007 -2.3736  0.4953
H 3.1469 2.3145 -1.6637  0.5485
H 4.6248 0.1845 0.9131  -0.0460
H 1.4149 -0.4624 -0.9409  0.4606
H 1.9246 -1.2213 0.6348  0.2038
H 3.9427 -1.4334 -1.6389  0.3144
H 2.4623 -2.2472 -2.0989  0.3552
H 4.1155 -3.7403 -1.1170  0.4186
H 2.6206 -3.7094 -0.2099  0.2770
H 5.2111 -2.2442 0.6368  0.2324
H 4.5748 -3.7767 1.3157  0.3775
H 3.6753 -2.2511 1.5236  0.1968

Summary:
Gap between HOMO and LUMO ... 6.2 eV
LUMO ... -0.245 Ha
2S+1 ... 1
Net charge ... +2



DFT (wB97M-V/def2-TZVPD) results for 2 unconnected molecules or ions with the total composition C33H33N2O3.

Each line ends with the Mulliken charge.
Cartesian coordinates (Å):
C 4.9134 -1.6250 2.3438  -0.8022
O 4.5424 -0.2302 2.2859  -0.4080
C 3.2406 0.1080 2.4792  0.9325
C 2.9071 1.4763 2.3230  -0.8141
C 1.6332 1.9105 2.5804  -0.3098
C 0.5943 1.0190 2.9783  0.4443
C -0.7209 1.5265 3.2131  -0.2700
C -1.9366 0.8814 2.8740  0.7142
C -3.1923 1.5198 3.1489  -0.6196
C -4.3851 0.8599 2.9259  -0.8706
C -4.3957 -0.4579 2.4351  1.0247
C -5.6828 -1.2037 2.2926  -1.3873
C -3.1844 -1.0555 2.0599  -0.9499
C -1.9811 -0.3928 2.2281  -0.6487
C 0.9460 -0.3567 3.1279  -0.9591
C 2.2249 -0.8133 2.8589  -0.4818
H 5.9864 -1.6286 2.1645  0.2512
H 4.6915 -2.0541 3.3291  0.3334
H 4.3934 -2.1879 1.5586  0.3526
H 3.7007 2.1663 2.0466  0.4599
H 1.3906 2.9661 2.4595  0.3540
H -0.8061 2.5892 3.4684  0.3083
H -3.1793 2.5413 3.5464  0.4474
H -5.3347 1.3563 3.1429  0.4589
H -5.4889 -2.2810 2.2914  0.3870
H -6.3402 -0.9634 3.1359  0.3868
H -6.2145 -0.9581 1.3624  0.2999
H -3.1995 -2.0652 1.6341  0.3797
H -1.0637 -0.8623 1.8764  0.7587
H 0.1922 -1.0705 3.4615  0.8225
H 2.4635 -1.8743 2.9780  0.3870
O -6.2417 3.6534 6.3966  -0.6042
N -5.3085 4.2585 6.9701  0.9271
O -5.1831 5.5034 6.9511  -0.5904
C -4.3199 3.4913 7.6402  -0.2526
C -3.1494 4.1384 8.0986  -0.5098
C -1.9794 3.4171 8.2227  -0.2269
C -1.9323 2.0146 7.9158  1.0194
C -0.7288 1.2226 7.8829  -1.5235
C 0.5741 1.7299 7.8097  0.8974
N 1.6212 1.0527 8.3518  0.2221
C 1.4606 -0.0989 9.2370  -0.5471
C 2.8667 -0.7023 9.4071  -0.5856
C 3.8398 0.2204 8.6613  -0.5733
C 3.0116 1.3851 8.1017  -0.5300
C 0.8390 3.0169 7.0947  -0.8177
C 0.2660 3.2433 5.8321  0.5669
C 0.5183 4.4233 5.1360  -0.6012
C 1.2773 5.4377 5.7317  -0.8069
C 1.8298 5.2301 6.9994  -0.9466
C 1.5869 4.0428 7.6901  0.0971
C -3.1945 1.3651 7.7215  -0.7962
C -4.3618 2.0821 7.5681  -0.3456
H -3.1958 5.2133 8.2581  0.4706
H -1.0767 3.9351 8.5636  0.4375
H -0.8701 0.1430 8.0307  0.1204
H 1.0641 0.2100 10.2210  0.2886
H 0.7465 -0.8252 8.8267  0.2755
H 3.1229 -0.7810 10.4680  0.3063
H 2.8960 -1.7092 8.9795  0.2701
H 4.6262 0.5938 9.3226  0.3223
H 4.3182 -0.3165 7.8369  0.2639
H 3.2139 1.5595 7.0331  0.2812
H 3.2948 2.3113 8.6196  0.1860
H -0.3509 2.4538 5.3998  0.5691
H 0.1137 4.5728 4.1357  0.4549
H 1.4335 6.3828 5.2096  0.4177
H 2.4466 5.9953 7.4666  0.4196
H 1.9594 3.8976 8.7078  0.5917
H -3.2133 0.2727 7.6860  0.3967
H -5.3112 1.6024 7.3270  0.4733

Summary:
Gap between HOMO and LUMO ... 3.9 eV
LUMO ... -0.198 Ha
2S+1 ... 1
Net charge ... +1
Energy above the lowest of the compared OMol25 structures with the same formula, charge and spin ... 67.5 kcal per mole